Here is C48H48N2O2P2PtS3 as an isolated structure from OMol25. Energies are from ωB97M-V with the def2-TZVPD basis set.

Cartesian coordinates (Å):
Pt -0.180 -0.584 0.516
O 1.845 -2.693 2.086
S 0.465 -2.270 1.868
C -0.249 -1.967 3.473
C -0.004 -2.880 4.493
C -0.497 -2.612 5.758
C -1.188 -1.431 6.005
C -1.351 -0.491 5.000
C -0.876 -0.752 3.717
P -0.701 0.559 2.471
C -2.195 1.554 2.478
C -3.417 0.997 2.846
C -4.579 1.749 2.741
C -4.524 3.050 2.264
C -3.309 3.600 1.873
C -2.148 2.853 1.968
C 0.657 1.528 3.180
C 1.930 0.954 3.162
C 2.987 1.591 3.790
C 2.788 2.812 4.422
C 1.524 3.383 4.445
C 0.454 2.739 3.838
C -0.457 -3.622 1.133
C -0.908 -4.698 1.884
C -1.466 -5.788 1.235
C -1.542 -5.811 -0.150
C -1.084 -4.734 -0.894
C -0.550 -3.618 -0.262
P 0.159 -2.198 -1.170
C 1.786 -2.824 -1.640
C 1.911 -3.675 -2.740
C 3.133 -4.261 -3.023
C 4.230 -4.012 -2.208
C 4.103 -3.182 -1.105
C 2.883 -2.589 -0.822
C -0.757 -2.007 -2.712
C -0.079 -1.477 -3.812
C -0.730 -1.361 -5.030
C -2.057 -1.753 -5.154
C -2.741 -2.246 -4.052
C -2.096 -2.370 -2.830
H 0.593 -3.764 4.308
H -0.325 -3.317 6.560
H -1.563 -1.224 6.998
H -1.818 0.461 5.221
H -3.471 -0.021 3.211
H -5.525 1.318 3.038
H -5.429 3.638 2.195
H -3.268 4.612 1.494
H -1.207 3.280 1.641
H 2.101 0.003 2.669
H 3.968 1.133 3.793
H 3.616 3.313 4.905
H 1.363 4.326 4.949
H -0.531 3.181 3.890
H -0.849 -4.694 2.961
H -1.833 -6.624 1.815
H -1.962 -6.671 -0.654
H -1.144 -4.766 -1.975
H 1.064 -3.879 -3.383
H 3.229 -4.914 -3.880
H 5.183 -4.472 -2.431
H 4.954 -2.998 -0.463
H 2.781 -1.963 0.053
H 0.962 -1.187 -3.719
H -0.194 -0.980 -5.890
H -2.554 -1.683 -6.113
H -3.775 -2.554 -4.148
H -2.631 -2.771 -1.978
C 0.306 2.207 -2.096
N -0.888 1.750 -2.793
C -0.795 1.864 -4.247
C -1.937 1.221 -2.170
S -1.924 0.629 -0.543
N -3.144 1.249 -2.764
C -4.268 0.440 -2.300
C -3.563 2.397 -3.575
H 0.542 3.219 -2.430
H 1.144 1.550 -2.326
H 0.134 2.223 -1.024
H 0.192 1.506 -4.541
H -0.898 2.898 -4.578
H -1.547 1.244 -4.723
H -3.921 -0.516 -1.925
H -4.930 0.273 -3.148
H -4.822 0.956 -1.512
H -2.840 3.203 -3.502
H -4.513 2.757 -3.180
H -3.704 2.124 -4.621
C 4.374 0.604 0.471
S 2.778 0.922 -0.295
O 2.846 0.355 -1.674
C 2.967 2.698 -0.440
C 2.489 3.526 0.565
C 2.642 4.899 0.436
C 3.258 5.426 -0.691
C 3.722 4.585 -1.696
C 3.576 3.211 -1.576
H 5.145 0.871 -0.251
H 4.435 -0.453 0.724
H 4.459 1.217 1.367
H 2.005 3.107 1.441
H 2.281 5.557 1.215
H 3.377 6.497 -0.789
H 4.201 5.001 -2.572
H 3.918 2.536 -2.351

Atoms 1-2, force components in eV/Å:
-0.3 -0.2 -0.1
0.0 0.0 0.0

Values from the calculation:
* HOMO energy: -0.482 Ha
* charge: +2
* energy relative to the best compared isomer or geometry (same formula, charge and spin): 0.725 eV
* energy: -111949.230 eV
* frontier orbital gap: 7.87 eV

=====

Here is C48H48N4Zr as an isolated structure in a non-equilibrium geometry from OMol25. Energies are from ωB97M-V with the def2-TZVPD basis set.

Cartesian coordinates (Å):
Zr -0.721 -0.043 -1.094
C 3.892 2.178 -1.985
C 3.073 1.457 -3.057
C 1.702 2.103 -3.183
C 3.068 -0.054 -2.895
C 4.010 -0.739 -3.668
C 4.103 -2.115 -3.669
C 3.211 -2.861 -2.914
C 2.266 -2.230 -2.120
C 1.226 -3.039 -1.367
C -0.116 -2.965 -2.115
C 1.605 -4.507 -1.192
C 2.234 -0.825 -2.079
N 1.302 -0.238 -1.140
C 1.704 -0.045 0.217
C 0.762 0.032 1.205
N -0.619 -0.156 0.902
C -1.501 -0.479 2.007
C -1.373 -1.732 2.612
C -2.114 -1.982 3.762
C -2.954 -1.021 4.296
C -3.084 0.204 3.664
C -2.369 0.498 2.507
C -2.486 1.876 1.887
C -3.860 2.518 2.059
C -1.379 2.794 2.412
C -0.516 -2.838 2.031
C -1.425 -3.824 1.295
C 0.329 -3.559 3.080
C 1.417 0.275 2.501
C 1.024 0.438 3.803
C 2.030 0.604 4.794
C 3.369 0.583 4.492
C 3.795 0.401 3.149
C 5.133 0.317 2.676
C 5.382 0.096 1.345
C 4.337 -0.036 0.390
C 3.043 0.077 0.820
C 2.797 0.273 2.198
H 3.973 3.240 -2.220
H 4.902 1.776 -1.910
H 3.421 2.087 -1.004
H 3.576 1.617 -4.014
H 1.261 2.225 -2.200
H 1.020 1.521 -3.816
H 1.795 3.093 -3.631
H 4.679 -0.161 -4.294
H 4.847 -2.609 -4.277
H 3.265 -3.939 -2.941
H 1.100 -2.601 -0.371
H -0.005 -3.313 -3.144
H -0.493 -1.924 -2.266
H -0.904 -3.539 -1.624
H 1.592 -5.048 -2.139
H 0.905 -5.006 -0.526
H 2.602 -4.600 -0.764
H -2.032 -2.944 4.246
H -3.513 -1.227 5.198
H -3.748 0.947 4.082
H -2.328 1.756 0.813
H -4.046 2.819 3.090
H -4.665 1.845 1.761
H -3.923 3.424 1.454
H -1.455 2.897 3.496
H -1.460 3.794 1.982
H -0.385 2.398 2.193
H 0.177 -2.394 1.312
H -2.142 -4.269 1.987
H -0.854 -4.633 0.842
H -2.010 -3.329 0.511
H -0.281 -4.164 3.750
H 0.901 -2.853 3.683
H 1.034 -4.234 2.593
H -0.017 0.436 4.099
H 1.723 0.739 5.822
H 4.102 0.701 5.279
H 5.957 0.414 3.370
H 6.405 0.016 1.004
H 4.585 -0.227 -0.645
C -4.805 -1.095 -2.867
C -3.541 -1.209 -2.283
N -2.794 -0.152 -1.983
C -3.266 1.104 -2.260
C -4.506 1.301 -2.863
C -5.277 0.156 -3.162
C -4.972 2.629 -3.148
C -4.229 3.701 -2.811
C -2.963 3.534 -2.154
C -2.195 4.633 -1.704
C -1.030 4.430 -1.017
C -0.595 3.116 -0.810
N -1.272 2.071 -1.263
C -2.470 2.260 -1.894
H -5.376 -1.986 -3.082
H -3.125 -2.184 -2.054
H -6.247 0.280 -3.627
H -5.932 2.748 -3.630
H -4.580 4.704 -3.015
H -2.555 5.639 -1.885
H -0.442 5.250 -0.634
H 0.316 2.906 -0.262

Atoms 1-2, force components in eV/Å:
1.1 -0.3 1.5
0.0 0.0 0.0

Values from the calculation:
* HOMO energy: -0.448 Ha
* charge: +2
* energy relative to the best compared isomer or geometry (same formula, charge and spin): 0.806 eV
* energy: -57786.035 eV
* frontier orbital gap: 5.31 eV